Entry w
DFT (ωB97M-V with the def2-TZVPD basis set) results for a structure of composition C6H11P.

Its LUMO energy is 0.8610 eV. The calculation puts the molecular weight at 114.128 g/mol. Its highest occupied orbital energy is -8.28 eV.

Element x y z (Å)
C: -3.00111 -0.39198 0.08098
C: 1.31519 -2.05087 -0.33368
C: -2.12585 0.61473 0.06987
C: 0.11561 -1.71948 0.07994
C: 1.99752 1.33966 -0.21530
C: 0.46749 1.40103 0.11456
P: -0.57302 0.25245 -0.92926
H: -3.90616 -0.42609 0.74390
H: -3.00445 -1.28398 -0.50803
H: 1.73018 -3.04248 0.09053
H: 1.96641 -1.55974 -1.11800
H: -1.97552 1.51568 0.81558
H: -0.71398 -2.09327 0.74077
H: 2.66814 2.10902 0.17035
H: 2.47729 0.48214 0.12905
H: 2.02978 1.18705 -1.21129
H: -0.02491 2.49677 0.05574
H: 0.55741 1.16938 1.22427

Entry x
DFT (ωB97M-V with the def2-TZVPD basis set) results for the molecule C6H11P.

Its LUMO energy is 0.4520 eV. The calculation puts the molecular weight at 114.128 g/mol. The SMILES is [H]/P=C/[C@@H](C=C)CC. Its highest occupied orbital energy is -9.44 eV.

Element x y z (Å)
C: -1.05747 2.44274 0.49809
C: -1.11058 1.36883 -0.21347
C: 1.35083 0.42021 -0.69659
C: -0.12475 -2.17729 0.58343
C: -0.67575 -1.18645 -0.41653
C: -0.19548 0.21734 0.04814
P: 2.69398 0.17722 0.24062
H: -1.87886 3.26576 0.49238
H: -0.37212 2.47398 1.29915
H: -1.90940 1.31244 -0.93356
H: 1.33843 0.71412 -1.79290
H: -0.56396 -1.94877 1.53121
H: -0.28320 -3.09894 0.32288
H: 0.99907 -1.90679 0.48078
H: -0.31595 -1.45236 -1.36155
H: -1.74880 -1.19009 -0.39859
H: 0.14875 0.11153 1.12076
H: 3.70525 0.45651 -0.80424

Q: Which of them is the most stable? A: entry x.

Entry w
DFT (ωB97M-V with the def2-TZVPD basis set) results for a cluster of 2 separate species, CH3NOS2 in total.

Its LUMO energy is 0.2759 eV. The calculation puts the molecular weight at 109.175 g/mol. The SMILES is N=C=S.OS. Its highest occupied orbital energy is -8.85 eV.

Element x y z (Å)
C: -1.48690 -0.64904 0.46472
N: -1.61120 -1.81829 0.71908
O: 1.77073 1.40237 -1.19494
S: -1.92878 0.74834 -0.00962
S: 1.29505 1.41333 0.41271
H: 1.96746 0.24941 0.74303
H: -0.98766 -2.58735 0.59459
H: 0.98131 1.24123 -1.72957

Entry x
DFT (ωB97M-V with the def2-TZVPD basis set) results for a cluster of 2 separate species, CH3NOS2 in total.

Its LUMO energy is 0.2429 eV. The calculation puts the molecular weight at 109.175 g/mol. The SMILES is N=C=S.OS. Its highest occupied orbital energy is -9.14 eV.

Element x y z (Å)
C: 1.53324 0.49950 0.18412
N: 1.30080 1.67157 0.21082
O: -1.13912 -1.17003 0.65573
S: 2.01482 -0.99743 0.27984
S: -1.51072 -0.06038 -0.53774
H: 0.84357 2.26101 -0.47110
H: -2.72431 -0.76277 -0.62409
H: -0.31828 -1.44147 0.30241

Q: Which of them is the most stable? A: entry x.

Entry w
DFT (ωB97M-V with the def2-TZVPD basis set) results for the molecule C5H6N2O2S.

Its LUMO energy (alpha / beta) is -2.1092 / -1.8640 eV. The calculation puts the molecular weight at 158.182 g/mol. The SMILES is C/C(=C/C(N)=S)C(=O)N=O. Its highest occupied orbital energy (alpha / beta) is -8.18 / -8.19 eV.

Element x y z (Å)
C: 0.29001 -0.58232 -0.94661
C: 0.21088 -0.34112 0.36503
C: 0.07050 0.40938 -1.93094
C: -0.14159 1.00996 1.00846
C: 0.32676 -1.53194 1.25623
N: -0.99150 1.18051 -2.20937
N: -0.28343 0.86084 2.31285
O: -0.57526 1.88250 0.27100
O: 0.38586 0.65926 3.31737
S: 1.51275 0.53987 -2.79530
H: 0.75171 -1.55952 -1.18035
H: 0.89615 -1.54730 2.22786
H: -0.65424 -1.70871 1.65748
H: 0.76971 -2.32841 0.80937
H: -1.64640 0.99804 -1.48421
H: -0.92192 2.05895 -2.67887

Entry x
DFT (ωB97M-V with the def2-TZVPD basis set) results for the molecule C5H6N2O2S.

Its LUMO energy is 0.2116 eV. The calculation puts the molecular weight at 158.182 g/mol. Its highest occupied orbital energy is -9.04 eV.

Element x y z (Å)
C: 2.34398 -0.30700 1.47865
C: 1.30379 0.49935 1.16991
C: 1.92599 -0.57244 -0.58135
C: -2.58452 -0.23733 -0.20889
C: -1.51649 0.10675 -1.01055
N: 2.67034 -1.02051 0.34291
N: 0.95896 0.28187 -0.15374
O: -3.28837 0.49464 0.62041
O: 0.45892 1.35742 -2.32999
S: -0.07765 1.44162 -0.97318
H: 2.96760 -0.33208 2.39494
H: 0.53260 1.03546 1.79099
H: 2.25202 -0.86582 -1.59496
H: -2.89144 -1.24777 -0.36929
H: -3.81097 0.02296 1.18437
H: -1.24475 -0.65711 -1.76022

Q: Which of them is the most stable? A: entry x.